One molecule with the formula C3H6FN3, computed with ωB97M-V/def2-TZVPD.

Last column: Mulliken spin population.
Cartesian coordinates (Å):
C: 1.09 0.10 -1.09  0.868
C: 0.61 1.20 -0.52  0.833
C: -0.12 0.78 0.79  -0.001
N: 0.73 -1.12 -0.15  0.128
N: -0.26 -0.67 0.76  0.007
N: -1.56 -1.03 0.37  0.006
F: 0.26 2.48 -0.94  0.035
H: 1.66 0.00 -1.97  0.030
H: 0.50 1.26 1.68  0.068
H: -1.11 1.18 1.06  0.013
H: 1.62 -1.38 0.23  0.005
H: -1.60 -0.81 -0.63  0.009
H: -1.80 -1.98 0.41  -0.003

Orbital gap (spin up / spin down), eV: 6.3 / 7.5
Expectation value of S²: 2.01
Energy, a.u.: -381.75947
Charge: 0
2S+1: 3